No. 1
{"formula": "C9H11F6N2O5S2", "method": "ωB97M-V with the def2-TZVPD basis set", "elements": ["C", "C", "C", "C", "C", "C", "C", "O", "N", "H", "H", "H", "H", "H", "H", "H", "H", "H", "H", "H", "C", "F", "F", "F", "S", "O", "O", "N", "S", "O", "O", "C", "F", "F", "F"], "positions_angstrom": [[0.6975, -2.9408, 0.5148], [-0.2269, -4.0106, 0.5638], [-1.1862, -4.4439, -0.6446], [-2.2808, -3.3361, -1.0336], [-3.3285, -3.2586, 0.1810], [-2.8064, -1.9862, 1.0215], [-1.9709, -1.0816, 0.0124], [-1.5462, 0.0752, 0.1042], [-1.7820, -1.9494, -1.1523], [0.8350, -2.3211, 1.4509], [1.1965, -2.7353, -0.4851], [-0.2714, -4.6114, 1.5284], [-1.7540, -5.3962, -0.3605], [-0.5372, -4.6866, -1.5530], [-2.8343, -3.8200, -1.9001], [-4.4149, -3.0169, -0.1043], [-3.2824, -4.2469, 0.7648], [-2.1441, -2.4729, 1.8209], [-3.6139, -1.3972, 1.5774], [-0.8286, -2.0500, -1.5192], [3.4008, 5.1593, -1.9698], [4.3594, 6.0239, -2.3545], [2.2483, 5.5893, -2.5284], [3.6845, 3.9803, -2.5661], [3.2743, 5.0043, -0.1535], [2.9429, 6.3416, 0.3015], [4.5795, 4.5229, 0.2599], [2.0954, 3.9435, -0.1365], [1.6607, 3.5062, 1.3262], [0.9804, 4.5117, 2.1219], [2.6060, 2.6831, 2.0576], [0.3393, 2.3482, 0.8251], [0.8071, 1.3453, 0.0518], [-0.6259, 2.9555, 0.1022], [-0.2729, 1.7713, 1.8750]], "lowdin_charge": [-0.012, -0.173, -0.171, -0.321, -0.145, -0.086, -0.364, 0.066, 0.068, 0.081, 0.075, 0.096, 0.106, 0.111, 0.136, 0.113, 0.110, 0.112, 0.120, 0.118, -0.656, 0.112, 0.105, 0.104, 0.580, -0.301, -0.302, -0.297, 0.584, -0.301, -0.303, -0.668, 0.092, 0.106, 0.107], "multiplicity": 1, "homo_energy_ev": -6.287, "energy_ev": -60703.3400, "max_force_ev_per_a": 4.02, "lumo_energy_ha": 0.0838, "charge": -1}

No. 2
{"formula": "C4H8O2S", "method": "ωB97M-V with the def2-TZVPD basis set", "elements": ["C", "C", "C", "C", "H", "H", "H", "H", "H", "H", "H", "H", "O", "O", "S"], "positions_angstrom": [[-0.3242, -3.0230, -0.4518], [0.8065, -0.9935, -0.4574], [-0.1818, 1.5600, 0.6100], [-1.2682, 0.7555, 1.2642], [0.4096, -3.3114, 0.2696], [-1.2571, -3.5922, -0.2596], [0.0874, -3.2632, -1.4401], [1.4851, -1.3166, 0.3789], [1.3172, -1.2811, -1.3969], [-1.2031, -0.3141, 1.0069], [-2.2262, 1.0251, 0.8879], [-1.2096, 1.0310, 2.3525], [-0.4810, -1.6010, -0.3611], [0.0084, 2.7038, 0.8939], [0.7615, 0.7754, -0.7407]], "lowdin_charge": [-0.090, -0.551, -0.736, -0.049, 0.071, 0.104, 0.090, 0.110, 0.074, 0.058, 0.078, 0.110, -0.279, 0.024, 0.987], "multiplicity": 1, "de_lowest_kj_mol": 151.5, "smiles": "COCSC(C)=O", "homo_energy_ev": -9.552, "energy_ev": -19206.8283, "max_force_ev_per_a": 1.56, "lumo_energy_ha": 0.0239}

No. 3
{"formula": "C14H19N3O5", "method": "ωB97M-V with the def2-TZVPD basis set", "elements": ["C", "C", "C", "C", "C", "C", "C", "C", "C", "C", "C", "C", "C", "C", "H", "H", "H", "H", "H", "H", "H", "H", "H", "H", "H", "H", "H", "H", "H", "H", "H", "H", "H", "N", "N", "N", "O", "O", "O", "O", "O"], "positions_angstrom": [[0.8506, -0.4034, -0.1086], [-0.4174, -1.2087, 0.3672], [1.7998, -0.3519, 1.0203], [3.2802, -0.1609, 0.7096], [4.0319, -1.2218, 0.0304], [4.0623, 1.1271, 0.8442], [5.2944, -1.0199, -0.4746], [5.1890, 1.3989, 0.0964], [5.8276, 0.2862, -0.4858], [-2.9005, -1.1990, 0.2709], [-3.3102, -2.6805, -0.4211], [-3.8849, -0.1673, -0.2373], [-3.7548, 1.2059, 0.5319], [-4.3140, 2.6002, 0.0698], [1.1475, 1.1158, -1.6723], [0.7678, 1.5700, -0.2713], [1.2871, -0.9953, -0.8672], [1.5262, 0.4416, 1.8171], [1.5864, -1.3766, 1.3963], [3.6915, -2.3158, -0.0109], [3.4581, 1.9899, 1.1528], [6.1484, -1.7145, -0.5767], [5.5988, 2.5112, 0.0214], [7.2865, 1.5921, -1.1813], [-1.5308, -0.2343, -0.8353], [-3.0765, -1.3674, 1.4469], [-4.9748, -0.5792, -0.0547], [-3.9514, -0.2496, -1.3565], [-4.1640, 0.9784, 1.5136], [-2.6523, 1.2393, 0.7744], [-5.6599, 3.0464, -1.2067], [-5.8399, 1.3720, -0.8177], [-1.9139, -3.1735, 0.6441], [0.4442, 0.8401, -0.8967], [-1.6629, -0.8447, 0.0367], [-5.4714, 2.2844, -0.3906], [-0.2793, -2.2721, 1.0540], [7.0245, 0.5355, -0.9428], [-4.1828, -2.7042, -1.2145], [-3.8384, 3.6938, 0.1591], [-2.5227, -3.5881, 0.0656]], "lowdin_charge": [-0.287, -0.327, -0.157, -0.156, -0.050, -0.037, -0.042, -0.059, -0.404, -0.311, -0.466, -0.172, -0.093, -0.633, 0.117, 0.056, 0.130, 0.157, 0.115, 0.137, 0.097, 0.131, 0.152, 0.228, 0.184, 0.211, 0.145, 0.130, 0.112, 0.115, 0.189, 0.141, 0.045, 0.043, 0.055, 0.120, -0.001, 0.000, 0.129, 0.082, 0.174], "multiplicity": 1, "de_lowest_kj_mol": 582.1, "smiles": "NC(=O)CC[C@H](NC(=O)[C@@H](N)Cc1ccc(O)cc1)C(=O)O", "homo_energy_ev": -8.274, "energy_ev": -29530.1518, "max_force_ev_per_a": 9.92, "lumo_energy_ha": 0.0119}

No. 4
{"formula": "C18H22ClN2NaO5Si", "method": "ωB97M-V with the def2-TZVPD basis set", "elements": ["Na", "C", "C", "C", "C", "C", "C", "N", "N", "Si", "C", "C", "C", "H", "H", "H", "H", "H", "H", "H", "H", "H", "H", "H", "H", "H", "H", "H", "O", "C", "C", "C", "C", "C", "C", "C", "O", "O", "H", "H", "H", "H", "H", "Cl", "C", "C", "O", "O", "H", "H"], "positions_angstrom": [[1.6767, 1.1100, -0.9003], [3.1795, 0.4422, 2.6243], [2.2179, -0.6225, 2.1639], [2.0120, -1.7743, 2.9125], [1.0897, -2.6963, 2.4103], [0.4347, -2.4547, 1.2335], [0.6851, -1.2475, 0.4970], [1.5930, -0.3633, 1.0239], [0.1285, -0.9211, -0.6551], [-1.1367, -1.6558, -1.4909], [-2.7392, -1.7361, -0.4936], [-1.4905, -0.6594, -3.0374], [-0.7875, -3.4266, -2.0712], [2.6637, 1.1733, 3.2516], [3.5845, 0.9674, 1.7608], [4.0016, 0.0174, 3.2039], [2.5529, -1.9459, 3.8341], [0.8965, -3.6196, 2.9502], [-0.2690, -3.1754, 0.8393], [-2.9906, -0.7465, -0.1071], [-2.6494, -2.4108, 0.3603], [-3.5685, -2.0806, -1.1185], [-1.5217, 0.4082, -2.8142], [-2.4400, -0.9572, -3.4909], [-0.7001, -0.8112, -3.7760], [-0.7231, -4.1309, -1.2403], [0.1611, -3.4640, -2.6100], [-1.5785, -3.7710, -2.7447], [-0.8424, 2.8674, 1.9277], [-1.9772, 2.9984, 1.2339], [-3.1816, 3.1549, 1.9278], [-4.3714, 3.2938, 1.2360], [-4.3886, 3.2808, -0.1552], [-3.1911, 3.1248, -0.8378], [-1.9813, 2.9847, -0.1714], [-0.6975, 2.8053, -0.9611], [-0.7496, 2.7930, -2.1912], [0.3588, 2.6668, -0.2525], [-0.1342, 2.7399, 1.2086], [-3.1515, 3.1522, 3.0098], [-5.2979, 3.4049, 1.7892], [-5.3216, 3.3805, -0.6962], [-3.1506, 3.0992, -1.9196], [5.4013, -2.4376, -2.0740], [4.7520, -1.2900, -0.8200], [4.8380, 0.1807, -1.2907], [5.9686, 0.6402, -1.4941], [3.7237, 0.7449, -1.4138], [5.3822, -1.4363, 0.0546], [3.7294, -1.5964, -0.6256]], "lowdin_charge": [0.403, -0.039, -0.369, -0.100, -0.128, -0.055, -0.439, 0.118, -0.032, 0.341, -0.183, -0.175, -0.193, 0.073, 0.071, 0.065, 0.079, 0.087, 0.069, 0.019, 0.009, 0.012, 0.008, 0.015, 0.023, 0.003, 0.020, 0.011, 0.040, -0.284, -0.036, -0.126, -0.126, -0.040, -0.061, -0.599, 0.003, -0.085, 0.065, 0.102, 0.085, 0.080, 0.109, 0.460, -0.476, -0.782, -0.062, -0.095, 0.060, 0.051], "multiplicity": 1, "de_lowest_kj_mol": 0.0, "homo_energy_ev": -1.632, "energy_ev": -57064.3542, "max_force_ev_per_a": 0.55, "lumo_energy_ha": 0.1567, "charge": -2}

No. 5
{"formula": "C5H12N2", "method": "ωB97M-V with the def2-TZVPD basis set", "elements": ["C", "C", "C", "N", "C", "N", "C", "H", "H", "H", "H", "H", "H", "H", "H", "H", "H", "H", "H"], "positions_angstrom": [[0.7273, 0.0166, 0.5477], [-2.3310, -0.0233, 0.4723], [0.7410, -1.4948, 0.6420], [-1.0193, 0.5611, 0.7031], [0.0012, 0.7307, -0.4538], [2.4064, 0.3490, -0.4515], [-0.2155, 1.0310, -1.7130], [-0.9890, 1.2688, 1.4261], [1.1330, 0.5545, 1.4015], [3.1464, 0.9789, -0.1475], [2.6710, -0.2442, -1.2362], [-2.7372, -0.4317, 1.3990], [-3.0179, 0.7329, 0.0815], [-2.2485, -0.8278, -0.2561], [1.7820, -1.7828, 0.7805], [0.1609, -1.8341, 1.5006], [0.3707, -1.9616, -0.2691], [-1.2078, 1.3102, -2.0437], [0.6262, 1.0665, -2.3834]], "lowdin_charge": [-0.264, -0.096, -0.065, -0.076, -0.273, -0.091, 0.081, 0.128, 0.132, -0.042, -0.031, 0.079, 0.076, 0.085, 0.071, 0.075, 0.083, 0.066, 0.060], "multiplicity": 1, "de_lowest_kj_mol": 519.3, "homo_energy_ev": -6.960, "energy_ev": -8354.7541, "max_force_ev_per_a": 5.93, "lumo_energy_ha": 0.0298}

No. 6
{"formula": "C6H14BrPS", "method": "ωB97M-V with the def2-TZVPD basis set", "elements": ["C", "C", "C", "C", "C", "C", "P", "S", "Br", "H", "H", "H", "H", "H", "H", "H", "H", "H", "H", "H", "H", "H", "H"], "positions_angstrom": [[-2.1566, 0.7955, -0.3721], [-0.2768, 1.3385, -2.0768], [0.0865, -0.6952, 2.1423], [2.1179, -0.0405, 0.8195], [-0.7130, 0.6957, -0.7965], [0.9917, -1.0988, 0.9750], [0.0773, -0.9912, -0.6844], [1.8270, -2.2341, -2.2277], [-1.7034, -2.2251, -0.2158], [-2.8061, 0.5589, -1.2259], [-2.5609, 0.1908, 0.3987], [-2.1707, 1.8794, -0.0758], [-0.0768, 0.5000, -2.7566], [0.6124, 2.0338, -2.1309], [-1.2202, 1.7642, -2.4913], [0.5051, -0.9718, 3.1456], [-0.3637, 0.3112, 2.0796], [-0.7512, -1.4459, 2.0220], [2.8381, -0.6489, 0.2815], [2.5698, 0.3234, 1.7133], [1.8378, 0.8180, 0.2494], [-0.1517, 1.1143, 0.0786], [1.4877, -1.9722, 1.1483]], "lowdin_charge": [-0.176, -0.123, -0.149, -0.132, -0.632, -0.573, 0.517, -0.131, 0.443, 0.083, 0.012, 0.111, 0.045, 0.108, 0.089, 0.096, 0.078, 0.011, 0.051, 0.073, 0.048, 0.085, 0.068], "multiplicity": 1, "de_lowest_kj_mol": 244.7, "smiles": "CC(C)P(=S)(Br)C(C)C", "homo_energy_ev": -8.235, "energy_ev": -96613.3207, "max_force_ev_per_a": 5.39, "lumo_energy_ha": -0.0360}

multiplicity of number 4 (C18H22ClN2NaO5Si)?
1

What is the multiplicity in the first record?
1

multiplicity of number 4 (C18H22ClN2NaO5Si)?
1